216
Properties=species:S:1:pos:R:3 method="wB97M-V/def2-TZVPD" relative_energy_kj_mol=268.20 fmax_ev_per_a=2.90 e_tot_ha=-6460.4058 e_homo_ha=-0.7984 charge=+8
C -2.997 -2.155 -3.185
N -1.627 -1.815 -3.657
C -1.263 -2.066 -4.927
C -0.013 -1.736 -5.397
C 0.908 -1.100 -4.560
C 0.457 -0.735 -3.271
C -0.769 -1.194 -2.822
C 2.307 -0.862 -5.012
C 2.579 -0.283 -6.265
C 3.813 -0.196 -6.788
N 4.876 -0.608 -6.081
C 4.675 -1.159 -4.867
C 3.410 -1.189 -4.240
C 6.284 -0.482 -6.556
H -2.824 -2.225 -2.111
H -3.268 -3.072 -3.702
H -3.697 -1.329 -3.305
H -2.005 -2.401 -5.640
H 0.142 -1.941 -6.448
H 1.137 -0.231 -2.598
H -1.158 -0.847 -1.869
H 1.773 0.020 -6.920
H 4.031 0.191 -7.775
H 5.567 -1.586 -4.433
H 3.319 -1.631 -3.258
H 6.535 0.574 -6.498
H 6.244 -0.795 -7.600
H 6.892 -1.191 -6.001
C 7.569 8.234 -2.455
N 6.996 7.303 -1.472
C 6.390 7.742 -0.339
C 5.741 6.815 0.479
C 5.765 5.471 0.151
C 6.468 5.029 -0.962
C 7.054 5.972 -1.781
C 5.015 4.471 0.979
C 5.272 4.301 2.332
C 4.589 3.412 3.107
N 3.706 2.581 2.520
C 3.515 2.594 1.179
C 4.067 3.575 0.382
C 3.072 1.506 3.323
H 7.899 9.109 -1.899
H 6.784 8.447 -3.180
H 8.391 7.776 -3.002
H 6.365 8.819 -0.245
H 5.130 7.106 1.322
H 6.563 3.957 -1.051
H 7.726 5.681 -2.575
H 6.037 4.933 2.764
H 4.831 3.234 4.146
H 2.736 1.923 0.835
H 3.733 3.628 -0.644
H 2.173 1.141 2.830
H 2.772 1.943 4.275
H 3.775 0.697 3.515
C -7.701 -7.452 -3.322
N -7.249 -6.370 -2.413
C -7.446 -5.126 -2.862
C -6.989 -4.003 -2.142
C -6.483 -4.295 -0.853
C -6.432 -5.609 -0.400
C -6.806 -6.675 -1.150
C -5.982 -3.136 -0.046
C -6.855 -2.094 0.186
C -6.491 -1.001 0.944
N -5.204 -0.916 1.376
C -4.278 -1.910 1.162
C -4.657 -3.007 0.398
C -4.987 0.300 2.193
H -8.732 -7.254 -3.611
H -7.729 -8.401 -2.787
H -7.045 -7.617 -4.175
H -7.819 -5.005 -3.869
H -6.973 -3.049 -2.647
H -5.804 -5.873 0.442
H -6.696 -7.713 -0.872
H -7.857 -2.233 -0.197
H -7.182 -0.210 1.199
H -3.258 -1.745 1.482
H -3.943 -3.748 0.065
H -5.620 0.296 3.077
H -5.226 1.116 1.514
H -3.941 0.351 2.491
C 1.541 9.050 7.356
C 0.115 8.541 7.535
C 0.013 6.995 7.635
C 0.276 6.273 6.323
N 0.354 4.725 6.496
C 0.737 4.191 5.133
C 0.032 2.834 5.021
C -0.830 2.642 6.272
C -0.975 4.032 6.865
C 1.468 4.344 7.447
H 2.172 8.545 6.617
H 2.161 8.926 8.245
H 1.483 10.094 7.050
H -0.570 8.903 6.768
H -0.213 8.976 8.479
H -0.936 6.854 8.153
H 0.798 6.644 8.309
H 1.251 6.615 5.978
H -0.495 6.416 5.566
H 1.816 4.157 4.984
H 0.379 4.831 4.327
H 0.715 2.016 4.783
H -0.631 2.827 4.156
H -0.399 1.893 6.937
H -1.793 2.235 5.965
H -1.241 4.037 7.919
H -1.702 4.561 6.249
H 1.139 4.422 8.482
H 2.243 5.103 7.343
H 1.801 3.327 7.255
C 1.246 -3.951 -1.604
C 2.210 -4.958 -2.288
C 1.405 -6.068 -3.024
C 2.368 -7.168 -3.530
N 1.682 -8.265 -4.327
C 2.770 -9.239 -4.927
C 2.091 -9.852 -6.216
C 0.774 -9.076 -6.460
C 1.037 -7.800 -5.670
C 0.685 -8.969 -3.434
H 0.625 -4.480 -0.883
H 0.547 -3.661 -2.396
H 1.690 -3.020 -1.256
H 2.870 -5.292 -1.484
H 2.894 -4.553 -3.037
H 0.785 -5.701 -3.845
H 0.641 -6.502 -2.375
H 2.873 -7.611 -2.673
H 3.095 -6.834 -4.271
H 2.999 -10.035 -4.222
H 3.619 -8.628 -5.228
H 1.830 -10.888 -5.996
H 2.767 -9.932 -7.066
H -0.094 -9.590 -6.049
H 0.615 -8.929 -7.527
H 0.099 -7.269 -5.498
H 1.749 -7.081 -6.074
H 1.109 -9.072 -2.437
H 0.326 -9.908 -3.848
H -0.141 -8.261 -3.371
C -1.705 -1.443 5.039
C -2.306 -2.708 4.397
C -1.555 -3.387 3.259
C -0.327 -4.201 3.697
N 0.646 -4.682 2.624
C 1.296 -3.418 1.967
C 2.757 -3.814 1.804
C 3.008 -5.186 2.356
C 1.825 -5.427 3.297
C -0.060 -5.622 1.620
H -0.742 -1.767 5.443
H -2.254 -0.934 5.827
H -1.389 -0.692 4.309
H -3.332 -2.530 4.067
H -2.455 -3.483 5.152
H -1.167 -2.703 2.492
H -2.211 -3.948 2.588
H -0.699 -5.106 4.180
H 0.240 -3.632 4.433
H 0.904 -3.047 1.022
H 1.170 -2.609 2.685
H 2.911 -3.742 0.727
H 3.327 -3.053 2.337
H 3.072 -5.920 1.554
H 3.935 -5.261 2.923
H 1.490 -6.456 3.431
H 1.892 -5.052 4.317
H 0.674 -5.892 0.863
H -0.923 -5.159 1.149
H -0.296 -6.478 2.249
C 0.750 4.959 1.027
C 0.402 4.499 -0.382
C -1.098 4.170 -0.541
C -1.476 3.693 -1.954
N -2.356 4.692 -2.750
C -3.625 5.112 -1.977
C -4.525 5.676 -3.084
C -4.225 4.811 -4.321
C -2.975 3.999 -3.949
C -1.442 5.816 -3.258
H 0.140 5.810 1.328
H 1.823 5.161 1.071
H 0.605 4.199 1.798
H 1.128 3.721 -0.641
H 0.648 5.307 -1.077
H -1.677 5.038 -0.223
H -1.388 3.355 0.122
H -2.076 2.801 -1.780
H -0.642 3.485 -2.625
H -3.451 5.907 -1.251
H -4.009 4.317 -1.338
H -4.232 6.715 -3.225
H -5.596 5.638 -2.897
H -4.053 5.452 -5.184
H -5.106 4.195 -4.493
H -2.179 3.968 -4.693
H -3.186 2.974 -3.643
H -1.985 6.548 -3.851
H -0.617 5.395 -3.829
H -1.007 6.230 -2.349
As -3.761 3.960 3.091
F -4.674 5.130 4.030
F -3.742 2.837 4.484
F -2.925 2.752 2.081
F -3.809 4.969 1.660
F -2.208 4.706 3.587
F -5.350 3.251 2.788
O 0.088 0.934 1.346
C -0.227 -0.149 0.586
O 0.695 -0.766 -0.013
O -1.463 -0.417 0.541
H -0.878 1.111 1.411

---

14
Properties=species:S:1:pos:R:3 method="wB97M-V/def2-TZVPD" relative_energy_kj_mol=164.34 spin_multiplicity=5 fmax_ev_per_a=3.30 s_squared=6.0319 e_tot_ha=-1649.7190 e_homo_ha="-0.4073 / -0.4075" charge=+1
O -1.341 -0.341 0.199
C -0.247 -0.262 -0.445
O 2.075 -0.999 -0.369
C 2.701 0.142 -0.180
C 0.783 -1.146 0.229
O 2.248 1.033 0.598
O 3.804 0.322 -0.775
H 0.844 -0.965 1.313
H 0.503 -2.198 0.062
Cr 3.799 2.114 0.097
O -3.984 0.192 0.596
C -3.111 0.396 -0.373
O -3.246 1.081 -1.344
H -4.826 0.630 0.394

---

7
Properties=species:S:1:pos:R:3 method="wB97M-V/def2-TZVPD" relative_energy_kj_mol=622.70 fmax_ev_per_a=4.03 e_tot_ha=-1773.6844 e_homo_ha="-0.3363 / -0.3376"
C 0.292 0.736 -0.177
O 3.443 -1.079 2.427
P 1.949 -0.026 0.240
S 0.011 2.257 0.117
Cl 2.080 -1.421 -1.109
Cl 3.134 1.441 -0.514
H -0.400 0.089 -0.492

---

91
Properties=species:S:1:pos:R:3 method="wB97M-V/def2-TZVPD" relative_energy_kj_mol=395.96 spin_multiplicity=2 fmax_ev_per_a=0.78 s_squared=0.7568 e_tot_ha=-3957.9614 e_homo_ha="-0.2636 / -0.2582"
Rh -0.800 0.266 0.713
C 1.141 1.276 3.636
Si 1.114 0.252 2.066
C 1.340 -1.521 2.726
C 2.366 -1.877 3.609
C 2.409 -3.134 4.188
C 1.418 -4.070 3.909
C 0.399 -3.749 3.029
C 0.376 -2.486 2.438
P -0.846 -1.999 1.196
C -2.435 -2.720 1.715
C -2.848 -3.989 1.315
C -4.050 -4.511 1.773
C -4.842 -3.773 2.640
C -4.437 -2.507 3.040
C -3.243 -1.979 2.576
C -0.388 -2.942 -0.296
C 0.777 -3.699 -0.355
C 1.151 -4.314 -1.544
C 0.369 -4.171 -2.679
C -0.795 -3.414 -2.625
C -1.172 -2.801 -1.441
C 2.682 0.800 1.140
C 3.735 1.332 1.893
C 4.894 1.815 1.304
C 5.013 1.802 -0.075
C 3.980 1.293 -0.848
C 2.820 0.791 -0.259
P 1.520 -0.035 -1.264
C 0.168 1.228 -1.448
C -0.126 1.986 -0.213
C -1.245 3.001 -0.241
C -2.760 2.339 -2.470
C -1.714 1.843 -3.128
C -0.536 1.141 -2.606
C 2.315 -0.073 -2.913
C 2.381 1.001 -3.799
C 3.078 0.885 -4.991
C 3.719 -0.306 -5.314
C 3.655 -1.382 -4.442
C 2.949 -1.266 -3.251
H 2.027 1.040 4.232
H 0.259 1.066 4.235
H 1.141 2.346 3.417
H 3.139 -1.157 3.857
H 3.209 -3.385 4.874
H 1.444 -5.046 4.376
H -0.374 -4.475 2.803
H -2.237 -4.572 0.636
H -4.366 -5.495 1.451
H -5.780 -4.180 2.997
H -5.057 -1.921 3.706
H -2.946 -0.975 2.860
H 1.410 -3.797 0.517
H 2.061 -4.901 -1.579
H 0.666 -4.643 -3.607
H -1.407 -3.292 -3.509
H -2.066 -2.188 -1.419
H 3.654 1.376 2.971
H 5.694 2.204 1.921
H 5.905 2.185 -0.554
H 4.094 1.282 -1.923
H 0.739 2.290 0.363
H -1.390 3.390 0.774
H -3.579 2.814 -2.997
H -1.748 1.887 -4.213
H -0.140 0.439 -3.334
H 1.889 1.934 -3.550
H 3.128 1.727 -5.670
H 4.262 -0.395 -6.246
H 4.145 -2.314 -4.689
H 2.885 -2.112 -2.576
C -5.279 3.821 1.710
C -5.048 2.704 0.726
O -3.958 3.109 -0.138
P -2.827 2.154 -0.701
S -3.146 0.236 -0.365
S -1.735 1.496 2.304
O -1.109 4.088 -1.142
C -0.047 4.981 -0.817
C 1.239 4.647 -1.548
H -6.081 3.550 2.400
H -5.557 4.744 1.202
H -4.374 3.998 2.292
H -5.914 2.527 0.087
H -4.768 1.776 1.222
H 0.103 5.004 0.269
H -0.398 5.971 -1.113
H 1.660 3.690 -1.242
H 1.986 5.420 -1.349
H 1.061 4.617 -2.624

---

20
Properties=species:S:1:pos:R:3 method="wB97M-V/def2-TZVPD" relative_energy_kj_mol=452.85 fmax_ev_per_a=3.84 e_tot_ha=-382.3300 e_homo_ha=-0.3008
C 0.525 -1.803 1.140
C 1.858 0.343 0.767
C 0.587 -0.427 0.524
N 0.568 0.438 -1.722
N -0.073 -0.341 -0.719
H 0.909 -0.195 -2.438
H -0.073 1.064 -2.206
H -0.475 -2.233 1.049
H 1.202 -2.464 0.587
H 2.150 0.289 1.817
H 1.766 1.388 0.470
H 2.665 -0.100 0.173
H 0.838 -1.789 2.186
C -1.941 1.375 -0.627
C -1.460 0.038 -0.080
O -2.260 -0.840 0.244
H -0.535 0.183 1.129
H -2.825 1.671 -0.061
H -1.185 2.159 -0.565
H -2.240 1.242 -1.670

---

20
Properties=species:S:1:pos:R:3 method="wB97M-V/def2-TZVPD" smiles="[H]/N=C(/N)NC.CC(=O)O" relative_energy_kj_mol=355.25 fmax_ev_per_a=9.21 e_tot_ha=-473.6675 e_homo_ha=-0.3180
C -0.408 -1.382 4.214
C 0.055 -0.054 3.554
O -0.904 0.916 3.603
O 0.959 0.008 2.657
H -1.163 -1.611 3.597
H -0.835 -1.073 5.208
H 0.518 -1.998 4.577
C 1.270 -1.369 -2.763
C -0.370 0.403 -2.967
N -0.880 1.229 -3.778
N 0.978 -0.036 -3.240
N -0.797 0.496 -1.557
H -0.617 1.444 -4.604
H -0.531 1.711 2.964
H 1.366 0.369 -4.167
H -0.288 0.229 -0.695
H -1.438 1.289 -1.472
H 0.389 -2.020 -2.796
H 1.578 -1.322 -1.683
H 2.183 -1.820 -3.216

---

16
Properties=species:S:1:pos:R:3 method="wB97M-V/def2-TZVPD" relative_energy_kj_mol=0.00 fmax_ev_per_a=4.22 e_tot_ha=-1775.4226 e_homo_ha=0.0229 charge=-2
Na 10.662 -23.165 -13.757
Na 12.694 -18.941 -14.343
Na 15.639 -22.657 -10.214
Cl 12.212 -21.417 -11.287
O 11.860 -20.815 -12.549
O 11.137 -22.012 -10.600
O 13.079 -22.554 -11.369
O 12.799 -20.443 -10.411
C 9.125 -19.045 -8.999
O 8.517 -18.560 -9.969
O 9.283 -20.309 -9.009
O 9.699 -18.299 -8.136
C 11.593 -21.299 -16.051
O 12.289 -20.510 -16.717
O 10.756 -20.846 -15.187
O 11.731 -22.577 -16.165

---

19
Properties=species:S:1:pos:R:3 method="wB97M-V/def2-TZVPD" smiles="C=C(C)OC.C=C" relative_energy_kj_mol=354.10 fmax_ev_per_a=3.78 e_tot_ha=-310.9244 e_homo_ha=-0.3187
C 0.410 1.839 0.442
C -2.018 -0.131 -0.644
C -3.232 -0.129 -0.067
O 0.048 0.469 0.429
H -1.886 0.348 -1.607
H 0.640 2.191 -0.569
H 1.287 2.001 1.074
H -0.405 2.396 0.902
H -4.131 0.064 -0.633
H -3.384 -0.466 0.947
C 2.297 -0.254 -0.620
C 1.139 -0.621 0.242
C 0.987 -1.765 0.888
H -1.242 -0.841 -0.327
H 2.952 -1.116 -0.741
H 2.872 0.556 -0.168
H 1.977 0.071 -1.610
H 0.065 -2.002 1.391
H 1.623 -2.609 0.673

---

16
Properties=species:S:1:pos:R:3 method="wB97M-V/def2-TZVPD" relative_energy_kj_mol=135.94 spin_multiplicity=2 fmax_ev_per_a=4.14 s_squared=0.7570 e_tot_ha=-382.7668 e_homo_ha="-0.5393 / -0.5390" charge=+1
C 0.355 -1.252 -2.890
C 0.107 -1.208 -1.517
O -0.201 -0.210 -0.690
H 1.154 -1.929 -3.294
H -0.317 -0.709 -3.626
H 0.510 -2.087 -0.923
H -0.859 -0.631 -0.058
H -1.248 -0.629 2.307
H -2.788 -0.730 2.395
O -2.039 -1.105 1.857
H 1.788 2.861 -0.443
H 1.785 1.306 -0.497
O 1.650 2.063 0.127
H -0.091 1.455 3.137
H 0.421 1.630 1.821
O -0.229 1.173 2.294

---

17
Properties=species:S:1:pos:R:3 method="wB97M-V/def2-TZVPD" smiles="CC[C@@H](O)CC=O" relative_energy_kj_mol=121.94 fmax_ev_per_a=0.61 e_tot_ha=-346.9790 e_homo_ha=-0.3712
C -2.368 -0.598 -0.267
C -1.234 0.417 -0.481
C 0.063 -0.048 0.213
O 0.363 -1.325 -0.303
C 1.306 0.835 0.027
C 2.597 0.239 0.579
O 2.744 -0.876 1.031
H -3.264 -0.307 -0.829
H -2.058 -1.591 -0.606
H -2.650 -0.676 0.791
H -1.053 0.515 -1.559
H -1.568 1.400 -0.115
H -0.175 -0.100 1.293
H 1.112 -1.626 0.239
H 1.212 1.824 0.491
H 1.497 0.995 -1.048
H 3.476 0.922 0.545

---

63
Properties=species:S:1:pos:R:3 method="wB97M-V/def2-TZVPD" fmax_ev_per_a=0.42 e_tot_ha=-8747.7301 e_homo_ha=-0.3145
Ga 0.150 -0.462 -0.892
O 2.914 -3.002 -0.417
C 2.618 -1.868 -0.694
O 1.552 -1.557 -1.411
C 3.543 -0.726 -0.299
C 4.731 -1.111 0.314
C 5.664 -0.175 0.727
C 5.413 1.175 0.542
C 4.232 1.577 -0.059
C 3.294 0.642 -0.491
P 1.772 1.253 -1.272
C 2.110 1.359 -3.046
C 3.315 0.944 -3.598
C 3.509 1.025 -4.970
C 2.505 1.522 -5.786
C 1.299 1.936 -5.235
C 1.096 1.851 -3.869
C 1.499 2.940 -0.695
C 0.695 3.111 0.431
C 0.462 4.386 0.922
C 1.021 5.486 0.288
C 1.811 5.318 -0.842
C 2.051 4.047 -1.338
H 4.896 -2.169 0.459
H 6.581 -0.500 1.200
H 6.130 1.917 0.868
H 4.033 2.634 -0.185
H 4.099 0.553 -2.963
H 4.446 0.696 -5.400
H 2.659 1.583 -6.856
H 0.512 2.318 -5.873
H 0.149 2.154 -3.438
H 0.242 2.247 0.906
H -0.165 4.519 1.794
H 0.833 6.482 0.668
H 2.237 6.180 -1.340
H 2.656 3.913 -2.226
Cl -5.085 -2.681 3.210
C -3.719 -1.909 2.507
C -2.533 -2.618 2.317
Cl -2.435 -4.272 2.776
C -1.432 -1.993 1.750
Cl 0.032 -2.846 1.445
C -1.486 -0.651 1.357
O -0.439 -0.042 0.807
C -2.680 0.046 1.555
Cl -2.749 1.689 1.034
C -3.788 -0.573 2.123
Cl -5.247 0.311 2.338
Br -6.409 -3.518 -2.272
C -5.378 -1.982 -2.668
C -5.950 -0.943 -3.388
C -5.198 0.189 -3.669
C -3.887 0.283 -3.233
C -3.329 -0.771 -2.519
C -4.070 -1.912 -2.230
C -1.948 -0.675 -2.009
O -1.257 0.385 -2.144
O -1.413 -1.639 -1.385
H -6.976 -1.019 -3.720
H -5.645 1.001 -4.226
H -3.292 1.164 -3.429
H -3.622 -2.718 -1.667